Arrangement one

{
  "formula": "C2H10N4S",
  "method": "the ωB97M-V functional and the def2-TZVPD basis",
  "orbital_gap_ev": 8.01,
  "multiplicity": 1,
  "charge": 2,
  "lumo_ev": -8.81,
  "elements": ["C", "C", "N", "N", "N", "N", "S", "H", "H", "H", "H", "H", "H", "H", "H", "H", "H"],
  "xyz": [[0.406, -1.189, 0.622], [1.477, -1.097, 2.751], [-0.501, 0.416, -2.373], [0.590, -0.605, 1.691], [-1.640, 1.122, -2.943], [0.166, 0.713, 1.880], [-0.068, -2.204, -0.417], [1.444, -0.555, 3.665], [1.349, -2.144, 2.965], [2.598, -0.931, 2.507], [-0.186, -0.416, -2.985], [-1.452, 1.672, -3.913], [-1.741, 1.923, -2.288], [-2.379, 0.379, -3.109], [0.290, 0.952, 2.848], [-0.635, 1.030, 1.316], [0.284, 0.934, -2.216]]
}

=====

Arrangement two

{
  "formula": "C2H10N4S",
  "method": "the ωB97M-V functional and the def2-TZVPD basis",
  "orbital_gap_ev": [7.54, 7.55],
  "multiplicity": 1,
  "smiles": "[H]/N=[N+](\\C)[C@H](S)N[NH3+]",
  "charge": 2,
  "lumo_ev": [-11.08, -11.08],
  "elements": ["H", "N", "N", "C", "C", "S", "N", "N", "H", "H", "H", "H", "H", "H", "H", "H", "H"],
  "xyz": [[-0.298, -0.766, 2.219], [-0.457, -0.502, 1.231], [0.536, -0.362, 0.459], [1.804, -0.803, 0.883], [0.279, 0.298, -0.773], [0.441, 2.185, 0.019], [-0.962, -0.095, -1.239], [-2.089, 0.188, -0.488], [1.936, -0.594, 1.909], [1.859, -1.867, 0.751], [2.665, -0.550, 0.318], [1.031, -0.103, -1.557], [1.424, 2.572, -0.622], [-1.182, -0.084, -2.173], [-2.411, 1.209, -0.566], [-2.849, -0.427, -0.766], [-1.729, -0.298, 0.395]]
}

=====

Stability check: which of them is most stable? arrangement one.

=====

Arrangement one

{
  "formula": "C17H62N12O14",
  "method": "the ωB97M-V functional and the def2-TZVPD basis",
  "orbital_gap_ev": 7.37,
  "multiplicity": 1,
  "charge": 0,
  "lumo_ev": -0.34,
  "elements": ["C", "C", "O", "H", "H", "H", "H", "H", "H", "C", "C", "O", "H", "H", "H", "H", "H", "H", "C", "C", "O", "H", "H", "H", "H", "H", "H", "C", "O", "N", "N", "H", "H", "H", "H", "C", "O", "N", "N", "H", "H", "H", "H", "C", "O", "N", "N", "H", "H", "H", "H", "C", "O", "N", "N", "H", "H", "H", "H", "C", "O", "N", "N", "H", "H", "H", "H", "C", "O", "N", "N", "H", "H", "H", "H", "C", "O", "H", "H", "H", "H", "C", "O", "H", "H", "H", "H", "C", "O", "H", "H", "H", "H", "C", "O", "H", "H", "H", "H", "C", "O", "H", "H", "H", "H"],
  "xyz": [[0.273, -0.187, 1.051], [0.332, 0.893, -0.034], [0.321, 0.216, -1.333], [1.262, -0.688, 0.920], [-0.622, -0.879, 0.828], [0.281, 0.192, 2.030], [1.150, 1.567, -0.013], [-0.579, 1.487, 0.138], [0.042, 0.859, -2.037], [3.118, 1.097, 1.756], [4.574, 0.870, 2.229], [5.423, 0.995, 1.112], [2.914, 2.210, 1.668], [2.464, 0.680, 2.514], [3.026, 0.581, 0.766], [4.762, -0.040, 2.791], [4.850, 1.685, 2.985], [6.315, 0.848, 1.462], [-0.968, -0.363, 4.519], [0.531, -0.569, 4.757], [0.885, -1.850, 4.290], [-1.513, -1.050, 5.088], [-1.153, -0.415, 3.447], [-1.057, 0.767, 4.785], [0.704, -0.442, 5.858], [1.085, 0.221, 4.213], [1.459, -2.329, 4.901], [-4.510, -2.225, 0.904], [-3.471, -1.482, 1.431], [-5.604, -1.666, 0.447], [-4.698, -3.470, 0.876], [-5.717, -0.646, 0.288], [-6.456, -2.143, 0.309], [-3.901, -4.062, 0.988], [-5.527, -4.049, 0.536], [-0.611, -3.289, -3.686], [0.435, -4.152, -4.017], [-1.830, -3.691, -3.624], [-0.442, -2.011, -3.492], [-2.042, -4.737, -3.515], [-2.461, -2.932, -3.606], [0.611, -1.614, -3.466], [-1.213, -1.471, -3.168], [2.852, 2.091, -2.546], [3.305, 1.018, -1.802], [2.822, 3.259, -1.964], [2.444, 1.976, -3.764], [3.234, 3.288, -1.028], [2.764, 4.158, -2.480], [3.026, 1.255, -4.299], [2.144, 2.778, -4.296], [2.367, -2.921, 1.532], [3.203, -2.110, 2.166], [2.598, -3.627, 0.495], [1.108, -3.179, 1.957], [3.682, -3.565, 0.236], [2.064, -4.441, 0.066], [0.853, -2.629, 2.847], [0.344, -3.471, 1.279], [-0.877, 2.862, -2.589], [-2.222, 3.058, -2.614], [-0.328, 1.953, -3.280], [-0.039, 3.529, -1.876], [-0.997, 1.609, -4.039], [0.762, 1.801, -3.348], [-0.406, 4.282, -1.236], [1.055, 3.413, -1.880], [2.614, -2.139, -2.699], [3.276, -3.369, -2.866], [2.102, -1.284, -3.567], [2.274, -1.702, -1.477], [2.325, -1.645, -4.539], [2.041, -0.278, -3.281], [2.372, -2.426, -0.627], [1.698, -0.901, -1.313], [-2.460, 1.595, 2.286], [-3.229, 1.252, 1.129], [-2.639, 0.890, 3.036], [-2.817, 2.571, 2.494], [-1.379, 1.650, 2.121], [-3.293, 0.337, 1.154], [-2.983, -0.571, -1.703], [-3.137, -1.059, -3.003], [-2.616, 0.447, -1.696], [-2.204, -1.119, -1.268], [-3.890, -0.560, -1.095], [-4.019, -0.892, -3.357], [-1.891, 4.382, 0.370], [-1.350, 5.466, -0.323], [-1.309, 3.456, 0.358], [-2.889, 4.252, -0.024], [-1.914, 4.588, 1.407], [-0.568, 5.861, 0.109], [0.820, 3.825, 2.288], [-0.331, 4.232, 3.051], [1.076, 4.633, 1.579], [0.458, 2.905, 1.782], [1.631, 3.503, 2.883], [0.045, 4.848, 3.725], [-1.237, -3.383, -0.344], [-0.569, -4.635, -0.150], [-2.229, -3.462, -0.771], [-0.771, -2.637, -0.976], [-1.382, -3.019, 0.685], [0.174, -4.720, -0.814]]
}

=====

Arrangement two

{
  "formula": "C17H62N12O14",
  "method": "the ωB97M-V functional and the def2-TZVPD basis",
  "orbital_gap_ev": 8.18,
  "multiplicity": 1,
  "charge": 0,
  "lumo_ev": -0.36,
  "elements": ["C", "C", "O", "H", "H", "H", "H", "H", "H", "C", "C", "O", "H", "H", "H", "H", "H", "H", "C", "C", "O", "H", "H", "H", "H", "H", "H", "C", "O", "N", "N", "H", "H", "H", "H", "C", "O", "N", "N", "H", "H", "H", "H", "C", "O", "N", "N", "H", "H", "H", "H", "C", "O", "N", "N", "H", "H", "H", "H", "C", "O", "N", "N", "H", "H", "H", "H", "C", "O", "N", "N", "H", "H", "H", "H", "C", "O", "H", "H", "H", "H", "C", "O", "H", "H", "H", "H", "C", "O", "H", "H", "H", "H", "C", "O", "H", "H", "H", "H", "C", "O", "H", "H", "H", "H"],
  "xyz": [[-1.290, -13.421, -26.132], [-1.110, -14.905, -25.980], [-1.659, -15.399, -24.742], [-0.963, -13.109, -25.149], [-2.324, -13.162, -26.276], [-0.808, -12.816, -26.919], [-0.051, -15.130, -25.893], [-1.521, -15.470, -26.751], [-1.037, -15.987, -24.325], [2.756, -12.163, -22.118], [1.296, -12.313, -21.886], [0.593, -12.201, -23.121], [3.128, -11.364, -22.767], [3.039, -13.139, -22.549], [3.369, -12.192, -21.157], [1.066, -11.536, -21.194], [0.919, -13.128, -21.341], [0.420, -13.117, -23.370], [6.084, -11.395, -21.574], [7.398, -11.733, -22.342], [7.838, -10.663, -23.044], [5.277, -11.659, -22.212], [6.000, -10.350, -21.290], [5.872, -12.057, -20.697], [7.389, -12.639, -23.020], [8.187, -12.032, -21.582], [7.645, -9.861, -22.622], [1.692, -15.443, -19.719], [1.690, -16.724, -20.267], [0.615, -14.885, -19.337], [2.612, -14.605, -19.429], [-0.232, -15.433, -19.586], [0.505, -13.854, -19.393], [3.529, -14.794, -19.853], [2.534, -13.729, -18.854], [-0.560, -12.259, -17.868], [0.258, -12.103, -18.989], [-0.448, -11.545, -16.765], [-1.650, -12.942, -18.007], [0.255, -10.768, -16.708], [-0.871, -11.919, -15.869], [-1.862, -13.428, -18.790], [-2.484, -12.862, -17.322], [0.508, -10.186, -25.977], [-0.084, -10.059, -27.170], [-0.144, -10.489, -24.897], [1.787, -10.037, -25.807], [-1.169, -10.430, -24.827], [0.410, -11.081, -24.239], [2.358, -9.762, -26.657], [2.184, -9.694, -24.912], [2.541, -8.777, -22.108], [1.379, -8.939, -21.441], [2.505, -8.587, -23.422], [3.689, -8.990, -21.567], [1.623, -8.179, -23.764], [3.358, -8.369, -23.848], [3.791, -9.356, -20.631], [4.599, -8.675, -21.990], [1.836, -15.868, -23.356], [0.708, -15.267, -22.876], [2.420, -16.881, -22.862], [2.520, -15.362, -24.381], [2.034, -17.103, -21.950], [3.422, -17.184, -22.878], [2.175, -14.427, -24.816], [3.519, -15.620, -24.482], [3.217, -10.777, -18.936], [3.331, -12.125, -18.653], [4.175, -9.974, -19.140], [2.066, -10.199, -19.145], [5.146, -10.412, -19.001], [4.122, -8.965, -18.813], [1.318, -10.941, -19.145], [2.031, -9.378, -19.787], [2.440, -13.286, -26.632], [2.196, -12.778, -25.312], [1.566, -13.898, -26.861], [3.269, -13.967, -26.608], [2.444, -12.561, -27.421], [1.985, -11.855, -25.273], [-1.871, -15.010, -21.389], [-2.459, -14.417, -20.274], [-1.283, -14.248, -21.854], [-2.562, -15.449, -22.010], [-1.096, -15.591, -21.009], [-2.986, -15.100, -19.838], [-1.959, -11.096, -21.200], [-1.109, -9.939, -21.313], [-2.955, -10.819, -21.408], [-1.965, -11.638, -20.212], [-1.807, -11.811, -22.058], [-0.194, -10.173, -21.471], [5.207, -12.670, -25.228], [6.210, -13.494, -25.811], [4.598, -13.380, -24.595], [4.599, -12.226, -26.002], [5.706, -11.947, -24.587], [6.028, -14.415, -25.541], [4.973, -15.049, -21.741], [5.154, -14.866, -20.385], [5.304, -16.024, -22.024], [5.453, -14.257, -22.294], [3.980, -15.020, -22.106], [6.113, -14.732, -20.341]]
}

=====

Stability check: which of them is most stable? arrangement two.

=====

Arrangement one

{
  "formula": "C3H12N2OS",
  "method": "the ωB97M-V functional and the def2-TZVPD basis",
  "orbital_gap_ev": 4.29,
  "multiplicity": 1,
  "charge": 0,
  "lumo_ev": -3.78,
  "elements": ["N", "C", "C", "S", "C", "N", "H", "H", "H", "H", "H", "H", "H", "H", "H", "H", "H", "H", "O"],
  "xyz": [[0.598, -0.661, 2.852], [0.764, 0.181, 0.554], [0.786, -0.846, -0.609], [-0.606, -1.950, -0.710], [-0.163, 1.329, 0.576], [0.354, 2.479, -0.081], [0.166, -1.262, 3.547], [1.470, -0.283, 3.203], [1.783, 0.611, 0.649], [0.909, -0.223, -1.499], [1.698, -1.454, -0.569], [-1.512, -0.962, -0.687], [-0.305, 1.533, 1.679], [-1.169, 1.083, 0.229], [-0.005, 2.403, -1.064], [-0.031, 3.261, 0.437], [-0.842, 1.508, -2.796], [0.708, -0.536, 1.514], [-0.996, 1.191, -1.895]]
}

=====

Arrangement two

{
  "formula": "C3H12N2OS",
  "method": "the ωB97M-V functional and the def2-TZVPD basis",
  "orbital_gap_ev": 9.59,
  "multiplicity": 1,
  "smiles": "NC[C@H](N)CS.O",
  "charge": 0,
  "lumo_ev": 0.77,
  "elements": ["N", "C", "C", "N", "C", "S", "H", "H", "H", "H", "H", "H", "H", "H", "H", "H", "O", "H", "H"],
  "xyz": [[2.143, -1.703, 0.170], [0.829, -1.135, -0.236], [-0.309, -1.285, 0.780], [-1.531, -1.406, 0.064], [-0.459, -0.059, 1.746], [0.959, 0.926, 2.312], [1.952, -2.706, 0.188], [2.522, -1.623, 1.100], [0.544, -1.675, -1.141], [0.965, -0.095, -0.557], [-0.040, -2.218, 1.309], [-2.125, -0.668, -0.292], [-2.258, -1.998, 0.462], [-1.131, -0.321, 2.570], [-0.953, 0.676, 1.104], [1.781, -0.115, 2.330], [-2.192, 3.328, -5.842], [-2.231, 4.274, -5.730], [-2.590, 2.843, -5.131]]
}

=====

Stability check: which of them is most stable? arrangement two.